(1)
The following is a quantum chemistry calculation of a 15-piece molecular cluster, C36H105N3O15 overall, from the Open Molecules 2025 dataset.

```
159
C36H105N3O15 (the ωB97M-V functional and the def2-TZVPD basis)
C -3.77 4.85 -0.11
C -4.21 3.38 -0.50
C -5.74 3.25 -0.78
O -6.57 3.22 0.35
C -6.47 2.02 1.12
N -3.57 2.89 -1.65
H -4.07 5.19 0.88
H -4.36 5.52 -0.74
H -2.70 5.02 -0.20
H -3.95 2.58 0.19
H -5.98 2.41 -1.43
H -6.10 4.13 -1.30
H -7.10 2.07 2.01
H -5.45 1.83 1.44
H -6.75 1.09 0.63
H -2.58 2.93 -1.47
H -3.74 1.90 -1.76
C -0.58 -1.12 1.87
C -0.20 0.25 1.36
C 0.99 0.13 0.39
O 0.72 -0.77 -0.72
C 1.77 -0.80 -1.73
N -1.38 0.82 0.81
H 0.31 -1.50 2.39
H -0.90 -1.81 1.10
H -1.32 -1.10 2.67
H 0.09 0.87 2.20
H 1.88 -0.24 0.91
H 1.13 1.11 -0.06
H 1.35 -1.09 -2.70
H 2.57 -1.50 -1.49
H 2.25 0.16 -1.91
H -1.09 1.67 0.36
H -1.75 0.26 0.06
C 1.56 -1.99 -6.34
C 2.48 -0.81 -6.43
C 2.14 0.26 -5.46
O 3.06 1.31 -5.57
C 2.86 2.34 -4.62
N 3.82 -1.34 -6.13
H 0.56 -1.81 -6.72
H 1.49 -2.46 -5.35
H 1.91 -2.83 -6.94
H 2.42 -0.39 -7.44
H 2.17 -0.11 -4.43
H 1.13 0.60 -5.67
H 3.51 3.19 -4.83
H 3.23 1.93 -3.68
H 1.82 2.66 -4.59
H 4.16 -1.98 -6.84
H 4.41 -0.52 -6.29
C -1.27 -4.41 2.91
C -1.75 -4.73 4.36
O -0.50 -4.72 5.09
H -0.76 -3.44 2.93
H -2.13 -4.31 2.24
H -0.62 -5.16 2.47
H -2.16 -5.74 4.48
H -2.49 -3.98 4.63
H -0.79 -4.87 6.00
C -4.94 -0.49 -3.41
C -3.88 -1.16 -2.62
O -3.59 -0.23 -1.55
H -5.80 -0.22 -2.79
H -5.25 -1.09 -4.27
H -4.66 0.43 -3.92
H -2.99 -1.30 -3.24
H -4.19 -2.12 -2.21
H -4.08 -0.56 -0.79
C 6.55 -2.34 -3.88
C 5.48 -1.59 -3.19
O 4.24 -2.24 -3.49
H 6.34 -2.28 -4.94
H 6.60 -3.39 -3.61
H 7.50 -1.92 -3.55
H 5.42 -0.56 -3.53
H 5.70 -1.48 -2.12
H 3.99 -1.97 -4.38
C 2.61 -5.13 1.46
C 2.74 -3.61 1.34
O 3.48 -2.93 2.32
H 2.17 -5.34 2.44
H 3.54 -5.69 1.55
H 2.10 -5.63 0.64
H 1.71 -3.26 1.34
H 3.21 -3.32 0.40
H 3.03 -3.06 3.16
C 4.74 1.21 3.89
C 3.64 0.42 3.10
O 4.12 -0.04 1.90
H 4.31 1.58 4.82
H 5.03 2.02 3.24
H 5.57 0.57 4.19
H 2.73 0.97 2.86
H 3.31 -0.48 3.62
H 4.16 -1.00 1.96
C -1.71 3.47 2.91
C -2.92 2.67 3.41
O -2.54 1.35 3.40
H -1.90 4.50 3.19
H -1.60 3.47 1.83
H -0.82 3.18 3.47
H -3.75 2.79 2.71
H -3.20 3.10 4.37
H -2.18 1.21 2.52
C 1.43 3.99 1.49
C 0.82 5.38 1.24
O 0.07 5.32 0.02
H 0.65 3.24 1.38
H 1.89 3.93 2.48
H 2.23 3.78 0.78
H 1.57 6.17 1.32
H 0.04 5.50 1.99
H -0.45 6.13 0.03
C -1.52 -1.46 6.01
C -1.43 0.01 6.32
O -2.71 0.55 6.10
H -0.53 -1.86 5.82
H -2.20 -1.56 5.16
H -1.97 -1.99 6.85
H -0.73 0.51 5.66
H -1.13 0.21 7.35
H -2.73 0.88 5.20
C -3.93 -2.23 1.96
C -4.60 -0.90 1.60
O -5.22 -1.16 0.42
H -4.50 -3.14 2.13
H -3.40 -2.07 2.90
H -3.15 -2.43 1.22
H -3.87 -0.10 1.45
H -5.37 -0.55 2.28
H -6.01 -1.64 0.66
C -0.19 -4.28 -0.93
C -1.64 -4.31 -1.38
O -1.92 -5.63 -1.64
H -0.03 -4.66 0.08
H 0.22 -3.27 -1.00
H 0.36 -4.89 -1.64
H -1.80 -3.63 -2.22
H -2.40 -3.92 -0.70
H -2.76 -5.66 -2.10
C -0.46 4.01 -2.92
C -0.37 2.75 -2.09
O -0.84 2.98 -0.75
H -1.41 4.52 -2.76
H -0.46 3.79 -3.99
H 0.38 4.64 -2.63
H 0.67 2.41 -2.03
H -1.04 2.04 -2.58
H -0.41 3.74 -0.36
C 6.76 0.68 -0.22
C 5.58 1.47 -0.73
O 4.97 2.04 0.37
H 6.44 -0.21 0.31
H 7.31 1.37 0.42
H 7.38 0.40 -1.08
H 4.88 0.78 -1.20
H 5.88 2.19 -1.49
H 4.65 1.33 0.93
```

Output
highest occupied orbital energy (spin up / spin down)	-11.09 / -11.09	eV
orbital gap (spin up / spin down)	9.1 / 3.7	eV
E	-74204.2387	eV
spin multiplicity	2
total charge	+1

(2)
The following is a quantum chemistry calculation of a 14-piece molecular cluster, C36H106N6O14 overall, from the Open Molecules 2025 dataset.

```
162
C36H106N6O14 (the ωB97M-V functional and the def2-TZVPD basis)
C -5.15 -0.90 -1.01
C -4.62 -2.20 -1.57
O -3.23 -2.06 -1.93
H -4.64 -0.66 -0.07
H -6.21 -1.03 -0.86
H -4.88 -0.06 -1.66
H -5.22 -2.45 -2.45
H -4.76 -3.01 -0.83
H -2.96 -2.81 -2.47
C -4.03 -3.69 3.07
C -3.81 -3.12 4.46
O -3.36 -4.09 5.38
H -4.15 -2.88 2.35
H -4.98 -4.23 3.01
H -3.19 -4.32 2.78
H -4.75 -2.67 4.80
H -3.09 -2.32 4.34
H -4.11 -4.63 5.64
C 2.37 -1.66 4.40
C 1.61 -0.58 5.17
O 1.76 -0.83 6.60
H 2.11 -1.53 3.34
H 2.06 -2.67 4.68
H 3.46 -1.61 4.45
H 0.53 -0.55 5.00
H 2.06 0.39 4.96
H 1.51 -1.72 6.83
C 0.17 2.76 4.35
C -0.94 3.80 4.45
O -0.58 5.08 3.90
H 0.44 2.53 3.32
H -0.15 1.79 4.76
H 1.09 3.04 4.88
H -1.32 3.86 5.48
H -1.80 3.44 3.87
H -0.04 5.56 4.54
C -0.17 -4.72 -7.36
C 0.28 -5.46 -6.13
O -0.19 -6.79 -6.23
H -1.26 -4.78 -7.45
H 0.28 -5.12 -8.26
H 0.08 -3.67 -7.31
H -0.24 -5.03 -5.26
H 1.36 -5.38 -6.00
H 0.26 -7.36 -5.59
C -2.71 -0.07 2.79
C -3.78 0.49 3.73
O -4.94 0.92 3.08
H -3.14 -0.86 2.16
H -1.80 -0.43 3.27
H -2.43 0.71 2.07
H -3.38 1.33 4.31
H -3.99 -0.30 4.46
H -4.75 1.64 2.44
C -7.46 2.29 -1.18
C -6.72 2.61 0.12
C -5.29 3.13 -0.11
O -4.50 2.71 1.00
C -3.13 2.96 0.80
N -7.56 3.61 0.85
H -7.19 3.06 -1.92
H -8.54 2.20 -1.09
H -7.14 1.32 -1.57
H -6.66 1.72 0.75
H -5.35 4.22 -0.08
H -4.89 2.79 -1.08
H -2.68 2.14 0.25
H -2.67 3.02 1.79
H -2.92 3.92 0.32
H -7.83 4.32 0.18
H -7.03 4.06 1.59
C -1.09 -2.71 0.80
C -0.10 -2.28 -0.29
C 0.74 -1.12 0.16
O -0.03 0.02 0.50
C 0.72 1.17 0.70
N 0.86 -3.37 -0.51
H -1.79 -1.92 1.09
H -0.63 -3.03 1.74
H -1.75 -3.51 0.44
H -0.73 -2.04 -1.16
H 1.34 -0.78 -0.71
H 1.42 -1.37 0.98
H 1.25 1.52 -0.19
H 1.42 1.04 1.54
H 0.06 1.93 1.13
H 0.46 -4.20 -0.95
H 1.60 -3.09 -1.16
C 4.94 3.71 6.58
C 4.02 2.54 6.46
C 4.23 1.68 5.23
O 3.93 2.41 4.08
C 4.05 1.65 2.93
N 4.17 1.68 7.65
H 5.98 3.43 6.48
H 4.71 4.22 7.52
H 4.75 4.45 5.79
H 2.98 2.91 6.38
H 3.70 0.72 5.34
H 5.30 1.38 5.25
H 3.53 2.15 2.12
H 3.60 0.65 3.01
H 5.11 1.51 2.66
H 3.63 0.82 7.55
H 3.79 2.15 8.47
C 4.47 -0.50 -0.26
C 5.53 -1.58 -0.13
C 5.38 -2.62 -1.18
O 4.29 -3.42 -0.79
C 4.21 -4.59 -1.53
N 6.87 -0.97 -0.05
H 3.58 -0.83 0.27
H 4.17 -0.32 -1.30
H 4.81 0.43 0.19
H 5.29 -2.06 0.83
H 6.29 -3.24 -1.27
H 5.21 -2.17 -2.16
H 5.12 -5.19 -1.41
H 4.06 -4.38 -2.59
H 3.38 -5.17 -1.14
H 7.60 -1.68 0.01
H 6.94 -0.48 0.83
C 0.76 2.13 -3.54
C 1.18 3.56 -3.31
C 1.82 3.81 -1.95
O 2.92 2.96 -1.74
C 3.53 3.32 -0.54
N 2.12 3.90 -4.39
H 0.08 1.69 -2.81
H 1.61 1.44 -3.56
H 0.30 2.06 -4.52
H 0.29 4.16 -3.46
H 1.13 3.66 -1.10
H 2.18 4.85 -1.92
H 2.89 3.24 0.35
H 3.90 4.35 -0.62
H 4.36 2.62 -0.45
H 3.09 3.68 -4.15
H 2.15 4.91 -4.50
C 0.46 -1.05 -5.41
C -0.74 -0.54 -6.18
C -0.27 0.29 -7.39
O -1.39 0.81 -8.05
C -1.08 1.76 -9.04
N -1.57 -1.66 -6.62
H 1.06 -1.81 -5.91
H 0.18 -1.41 -4.44
H 1.11 -0.18 -5.24
H -1.31 0.17 -5.57
H 0.29 -0.42 -8.04
H 0.47 1.05 -7.08
H -0.48 2.61 -8.68
H -2.04 2.17 -9.36
H -0.59 1.34 -9.94
H -2.19 -1.36 -7.37
H -0.97 -2.31 -7.14
O 2.64 -3.66 1.74
H 1.86 -3.54 1.15
H 3.38 -3.77 1.12
O -2.10 0.48 -1.28
H -2.30 -0.45 -1.51
H -1.25 0.44 -0.78
```

Output
highest occupied orbital energy	-9.13	eV
orbital gap	9.2	eV
energy above the lowest of the compared OMol25 structures with the same formula, charge and spin	0.00	kJ/mol
E	-76651.9980	eV
spin multiplicity	1
total charge	0

(3)
The following is a quantum chemistry calculation of C36H108BrMnNO21 as an isolated structure, from the Open Molecules 2025 dataset.

```
168
C36H108BrMnNO21 (the ωB97M-V functional and the def2-TZVPD basis)
Mn 0.84 3.51 -2.00
Br 1.36 5.55 -3.33
N 0.56 0.78 -0.04
O -0.02 -0.31 -0.24
O 1.36 0.92 0.81
O 0.46 1.68 -0.88
C 1.37 0.62 8.46
C 1.20 0.14 7.01
O 1.72 1.14 6.10
H 2.42 0.84 8.65
H 1.13 -0.24 9.09
H 0.67 1.42 8.68
H 0.14 0.01 6.80
H 1.84 -0.73 6.86
H 1.73 0.80 5.20
C 6.16 1.32 -2.78
C 4.74 1.04 -3.16
O 3.96 0.73 -2.02
H 6.69 0.50 -2.30
H 6.21 2.25 -2.20
H 6.71 1.52 -3.71
H 4.79 0.24 -3.90
H 4.31 1.91 -3.66
H 4.21 -0.13 -1.67
C 3.32 -1.94 -4.87
C 2.09 -2.83 -5.02
O 2.57 -4.17 -4.74
H 3.15 -0.89 -5.12
H 4.06 -2.28 -5.59
H 3.74 -1.98 -3.86
H 1.72 -2.77 -6.04
H 1.31 -2.55 -4.31
H 1.86 -4.74 -5.06
C 1.12 -1.94 3.12
C 0.48 -0.60 3.50
O 1.44 0.45 3.50
H 1.80 -2.39 3.84
H 1.63 -1.84 2.16
H 0.32 -2.67 3.01
H -0.05 -0.64 4.45
H -0.31 -0.33 2.80
H 1.47 0.74 2.59
C 0.88 2.29 -5.93
C 1.71 2.11 -4.71
O 0.93 2.08 -3.53
H 0.39 3.27 -5.99
H 0.12 1.51 -6.02
H 1.47 2.19 -6.84
H 2.50 2.85 -4.65
H 2.17 1.12 -4.69
H 0.47 1.25 -3.67
C 1.45 -4.95 -1.27
C 0.97 -3.48 -1.23
O 0.35 -3.16 -0.06
H 2.10 -5.18 -2.12
H 0.65 -5.66 -1.08
H 2.11 -5.02 -0.40
H 0.26 -3.39 -2.05
H 1.80 -2.82 -1.46
H 0.17 -2.22 -0.10
C -1.77 1.88 4.87
C -2.66 2.28 3.65
O -3.92 2.62 4.16
H -2.23 1.16 5.55
H -1.70 2.78 5.48
H -0.79 1.60 4.49
H -2.79 1.41 3.01
H -2.23 3.14 3.15
H -3.93 3.55 4.38
C 4.70 -1.18 1.83
C 4.04 -1.17 0.41
O 5.02 -1.46 -0.55
H 5.15 -2.15 2.07
H 3.93 -1.03 2.59
H 5.41 -0.36 1.86
H 3.62 -0.18 0.22
H 3.25 -1.92 0.35
H 5.24 -2.39 -0.58
C -2.62 5.16 -3.62
C -1.99 3.77 -3.51
O -1.31 3.66 -2.30
H -3.18 5.50 -2.76
H -3.33 5.08 -4.45
H -1.88 5.91 -3.91
H -1.28 3.61 -4.32
H -2.75 2.99 -3.50
H -2.09 3.59 -1.75
C -0.99 5.99 0.22
C -0.54 4.54 0.58
O 0.76 4.39 0.03
H -2.05 6.04 0.49
H -0.93 6.15 -0.86
H -0.51 6.74 0.85
H -1.22 3.76 0.27
H -0.47 4.51 1.67
H 1.34 4.62 0.76
C -1.59 -6.91 2.32
C -0.61 -5.89 1.81
O -1.29 -5.21 0.74
H -2.15 -7.44 1.54
H -2.28 -6.41 3.00
H -1.02 -7.56 2.98
H 0.28 -6.42 1.47
H -0.33 -5.16 2.57
H -0.65 -4.56 0.45
C -6.17 -3.46 -1.02
C -6.19 -2.28 -0.03
O -5.03 -1.53 -0.11
H -7.11 -4.02 -1.00
H -5.26 -4.04 -0.86
H -5.98 -3.08 -2.02
H -6.30 -2.58 1.01
H -6.98 -1.58 -0.31
H -4.34 -1.99 0.37
C 4.43 3.25 0.38
C 3.92 3.92 -0.94
O 2.89 3.11 -1.47
H 5.08 3.99 0.85
H 5.03 2.36 0.22
H 3.63 3.06 1.10
H 4.82 4.00 -1.55
H 3.51 4.92 -0.80
H 3.25 2.22 -1.55
C -2.34 -5.28 -2.52
C -2.91 -6.50 -1.86
O -1.97 -7.10 -1.04
H -3.12 -4.59 -2.83
H -1.75 -5.59 -3.38
H -1.70 -4.73 -1.82
H -3.20 -7.24 -2.60
H -3.78 -6.32 -1.23
H -1.66 -6.45 -0.41
C -2.20 -1.69 -2.02
C -1.64 -1.33 -3.39
O -0.70 -0.28 -3.10
H -3.05 -2.36 -2.13
H -2.55 -0.78 -1.54
H -1.60 -2.23 -1.29
H -2.44 -1.01 -4.06
H -1.14 -2.18 -3.86
H -0.56 -0.36 -2.16
C -3.58 1.73 -0.38
C -4.18 3.03 -0.03
O -3.66 4.08 -0.78
H -3.62 1.10 0.51
H -2.52 1.85 -0.62
H -4.09 1.22 -1.20
H -4.21 3.28 1.03
H -5.24 3.04 -0.26
H -4.06 4.90 -0.48
C -3.34 -1.41 2.70
C -2.47 -2.49 1.98
O -3.19 -3.18 0.99
H -4.26 -1.86 3.09
H -3.58 -0.51 2.14
H -2.84 -1.11 3.62
H -2.13 -3.21 2.73
H -1.56 -2.10 1.52
H -2.75 -4.03 0.95
C 1.67 3.61 3.41
C 1.78 5.14 3.45
O 2.13 5.56 2.18
H 1.09 3.22 2.57
H 1.11 3.28 4.28
H 2.62 3.07 3.36
H 2.49 5.54 4.18
H 0.81 5.58 3.71
H 2.26 6.51 2.26
```

Output
highest occupied orbital energy (spin up / spin down)	-8.19 / -8.62	eV
orbital gap (spin up / spin down)	8.5 / 8.9	eV
E	-184930.3868	eV
spin multiplicity	6
total charge	0